A molecular structure, C18H32B3NO11. Source: the OMol25 dataset; level of theory: ωB97M-V/def2-TZVPD.

Each line ends with the Löwdin charge.
Positions of all 65 atoms, in Å:
C1 -3.410833 3.960021 2.219120  -0.10
C2 -2.164872 4.088131 1.307876  -0.24
C3 -1.130963 2.971951 1.567598  -0.20
C4 -1.279177 1.777068 0.599624  -0.19
C5 0.052437 1.284367 0.021841  -0.19
C6 -0.145769 0.562847 -1.328696  -0.05
B1 -1.005302 -0.726944 -1.175667  -0.49
O1 -0.471633 -1.877554 -0.587957  0.32
B2 -1.393271 -2.451575 0.254357  -0.47
C7 -1.311855 -3.955700 0.732114  -0.04
O2 -1.353746 -4.026228 2.161931  -0.13
O3 -0.243987 -4.857979 2.529699  -0.05
O4 -2.457488 -1.648365 0.672428  0.30
B3 -3.104121 -1.018104 -0.385850  -0.51
C8 -4.590472 -0.578117 -0.197758  -0.05
C9 -5.620767 -1.487553 0.027839  -0.02
C10 -6.912244 -1.028812 0.226897  -0.14
N1 -7.280727 0.250672 0.239687  0.07
C11 -6.290193 1.109288 0.008237  -0.14
C12 -4.966461 0.763627 -0.208700  -0.01
O5 -2.358218 -0.806570 -1.528575  0.32
H1 -3.446324 2.988550 2.706203  0.07
H2 -3.397211 4.746868 2.971769  0.06
H3 -4.320753 4.112790 1.640314  0.06
H4 -2.504689 4.002731 0.275843  0.09
H5 -1.704110 5.063423 1.446815  0.10
H6 -1.271670 2.608239 2.585182  0.10
H7 -0.122585 3.378477 1.484667  0.10
H8 -1.919159 2.059677 -0.238060  0.10
H9 -1.739659 0.958694 1.158196  0.12
H10 0.684452 2.154154 -0.166225  0.11
H11 0.580909 0.627177 0.713992  0.12
H12 -0.622016 1.266185 -2.014682  0.12
H13 0.822466 0.301074 -1.761390  0.10
H14 -0.397997 -4.410858 0.357578  0.12
H15 -2.173710 -4.515281 0.352996  0.13
H16 -0.201312 -4.828201 3.494078  0.11
H17 -5.425861 -2.551262 0.050661  0.12
H18 -7.694600 -1.753439 0.420365  0.10
H19 -6.556134 2.160131 0.018399  0.10
H20 -4.236678 1.542488 -0.382938  0.10
C13 5.468092 -3.146663 -1.382955  -0.04
O6 4.700639 -2.648717 -0.284943  -0.01
C14 3.980385 -3.578068 0.347999  -0.62
O7 3.934819 -4.746012 0.065011  0.13
O8 3.318066 -2.979748 1.331148  0.01
C15 2.469984 -3.846019 2.097114  -0.03
H21 5.991699 -2.291779 -1.801806  0.09
H22 6.192884 -3.883612 -1.043067  0.10
H23 4.818927 -3.581839 -2.140599  0.10
H24 3.059046 -4.620861 2.586896  0.10
H25 1.716526 -4.291237 1.465137  0.07
H26 1.993728 -3.224015 2.848230  0.10
C16 5.443091 4.678537 -2.627877  -0.04
O9 4.789529 3.505194 -3.117146  0.00
C17 4.619244 2.552666 -2.200710  -0.62
O10 4.960971 2.613144 -1.049484  0.13
O11 4.004452 1.523365 -2.781100  0.01
C18 3.756223 0.418744 -1.907360  -0.04
H27 5.513991 5.360428 -3.469986  0.09
H28 4.859928 5.140015 -1.833411  0.10
H29 6.441632 4.439894 -2.267189  0.10
H30 3.108498 0.717238 -1.084884  0.09
H31 4.688443 0.015050 -1.518465  0.09
H32 3.255506 -0.341791 -2.500360  0.10

Atoms 1-3, force components in eV/Å:
C 0.266 0.514 -0.398
C -0.281 -0.605 0.381
C -0.266 0.095 -0.338

LUMO = 0.41 eV
HOMO level = -9.72 eV

=====

A molecular structure, C22H43BiN2P3S at a distorted geometry. Source: the OMol25 dataset; level of theory: ωB97M-V/def2-TZVPD.

Each line ends with the Löwdin charge.
Positions of all 72 atoms, in Å:
Bi1 -0.657356 0.040465 0.064370  1.38
P1 0.342488 -1.932122 1.657669  0.71
P2 0.555645 1.954890 1.830073  0.66
P3 -0.455936 -2.153897 -1.826397  0.68
H1 0.256212 3.348052 -3.833743  0.07
C1 -0.074235 2.385038 -4.212600  -0.34
C2 -1.217813 1.820102 -3.388739  -0.23
H2 -1.806360 2.567533 -2.822924  0.08
C3 2.135545 -2.211626 1.485656  -0.20
C4 0.064688 -1.502882 3.415726  -0.23
C5 -0.334442 -3.645734 1.685564  -0.20
C6 0.670839 3.727963 1.570224  -0.24
C7 0.014247 1.919146 3.577940  -0.25
C8 2.313872 1.445162 1.973243  -0.25
C9 -0.558419 -1.962525 -3.640627  -0.27
C10 -1.729132 -3.436084 -1.646378  -0.26
C11 1.066555 -3.170312 -1.736875  -0.25
H3 -0.189404 2.370564 -5.298079  0.09
H4 -1.964994 1.462444 -4.141838  0.09
H5 2.430896 -2.938417 2.255878  0.10
H6 2.696646 -1.284366 1.593887  0.03
H7 2.371204 -2.591300 0.488699  0.04
H8 -0.005233 -2.440322 3.985159  0.08
H9 -0.864739 -0.935106 3.511674  0.03
H10 0.889046 -0.888117 3.800080  0.06
H11 0.022099 -4.082041 2.624011  0.08
H12 0.021418 -4.239697 0.840368  0.04
H13 -1.429310 -3.625176 1.682359  0.04
H14 0.496031 4.281480 2.513871  0.08
H15 -0.074433 4.055861 0.841871  0.05
H16 1.666090 3.982850 1.171560  0.07
H17 0.881740 1.921686 4.249649  0.08
H18 -0.598993 1.048643 3.827802  0.01
H19 -0.583962 2.814664 3.789730  0.06
H20 2.828238 2.068752 2.722268  0.08
H21 2.824442 1.552807 1.006489  0.06
H22 2.411625 0.397322 2.292647  0.01
H23 -0.455905 -2.942889 -4.140699  0.08
H24 0.224774 -1.283621 -3.989413  -0.02
H25 -1.520613 -1.505170 -3.907216  0.07
H26 -1.701929 -4.116758 -2.507184  0.08
H27 -2.721113 -2.974756 -1.603560  0.05
H28 -1.609089 -4.026388 -0.735026  0.03
H29 1.087584 -3.837551 -2.604533  0.08
H30 1.110539 -3.771286 -0.829332  0.02
H31 1.941856 -2.515676 -1.775040  0.05
C12 2.247582 1.677974 -2.666235  -0.62
C13 3.485790 0.966643 -2.491476  -0.14
C14 4.674506 1.687698 -2.440108  -0.06
C15 4.618991 3.078570 -2.212579  -0.07
C16 3.413488 3.693027 -1.907858  -0.08
C17 2.226015 2.959308 -2.088125  -0.13
S1 1.202660 0.991973 -3.804940  0.96
H32 -0.586648 0.986801 -2.919244  -0.06
H33 3.445844 -0.111508 -2.657916  0.09
H34 5.631641 1.175037 -2.623614  0.13
H35 5.545980 3.647397 -2.305327  0.12
H36 3.427398 4.745824 -1.542342  0.13
H37 1.289888 3.435110 -1.846562  0.08
N1 -3.055938 1.795620 1.879912  0.15
C18 -3.541437 0.523062 1.876620  -0.36
C19 -4.706753 0.191441 2.595784  0.03
C20 -5.151959 -1.118071 2.608643  0.01
C21 -4.407666 -2.060055 1.902020  -0.03
C22 -3.294745 -1.674620 1.176571  -0.16
N2 -2.839494 -0.394098 1.154264  -0.09
H38 -2.227227 2.028490 1.331733  0.03
H39 -3.505633 2.520040 2.432615  0.14
H40 -5.200336 0.999768 3.118618  0.14
H41 -6.054356 -1.389354 3.129598  0.14
H42 -4.685886 -3.106689 1.899098  0.13
H43 -2.722617 -2.400994 0.582582  0.07

Atoms 1-3, force components in eV/Å:
Bi -1.059 -0.359 -0.263
P 0.432 -0.859 1.278
P 1.208 -0.071 1.608

Energy relative to the best compared isomer or geometry (same formula, charge and spin) = 0.0 kJ/mol
Net charge = +3
LUMO = -10.76 eV
HOMO level = -14.69 eV

=====

10 unconnected molecules or ions with the total composition C28H81ClN7O13 at a distorted geometry. Source: the OMol25 dataset; level of theory: ωB97M-V/def2-TZVPD.

Each line ends with the Löwdin spin population.
Positions of all 130 atoms, in Å:
Cl1 3.024300 1.881820 13.219980  0.00
O1 2.715320 1.673870 11.843270  0.00
O2 4.378810 1.570740 13.536820  0.00
O3 2.776180 3.282930 13.429160  0.00
O4 2.025620 1.189290 13.955800  0.00
O5 4.174290 -0.511810 15.997520  0.00
H1 3.932730 -0.265210 16.890310  0.00
H2 3.901290 0.232280 15.460830  0.00
O6 4.547040 -1.229000 11.388370  0.00
H3 4.242580 -0.810570 10.583100  0.00
H4 4.564690 -0.522580 12.034030  0.00
C1 0.464540 6.355120 12.165080  0.01
C2 0.329670 5.342770 11.022470  0.00
C3 -0.555640 5.850870 9.802950  0.04
O7 -0.464150 4.792680 8.852610  0.04
C4 -1.148180 5.136460 7.623890  0.23
N1 1.651940 5.092370 10.553340  0.00
H5 1.171210 6.042870 12.933980  0.00
H6 -0.417770 6.738580 12.677520  0.00
H7 0.988970 7.171580 11.668620  0.00
H8 -0.104050 4.414720 11.394900  0.00
H9 -0.372760 6.862020 9.439310  0.01
H10 -1.616570 5.951110 10.032030  0.02
H11 -2.212720 5.124640 7.857830  0.06
H12 -0.996340 4.288890 6.955570  0.05
H13 -0.744670 6.029990 7.147570  0.04
H14 2.080390 4.589500 11.317320  0.00
H15 1.365560 4.578620 9.732270  0.00
C5 1.040840 1.038280 8.551260  0.01
C6 1.781390 -0.232350 8.768330  0.00
C7 1.743700 -1.178470 7.569530  0.02
O8 0.413870 -1.521930 7.371100  0.02
C8 0.199470 -2.216270 6.202360  0.05
N2 3.167920 0.113080 9.193000  0.00
H16 1.497350 1.572390 7.717940  0.01
H17 1.062710 1.500010 9.538390  0.00
H18 -0.000420 0.841470 8.296040  0.01
H19 1.479750 -0.679470 9.715530  0.00
H20 2.365890 -2.050730 7.769910  0.00
H21 2.118540 -0.543370 6.766890  0.01
H22 -0.873330 -2.401080 6.257460  0.01
H23 0.678680 -3.193400 6.141750  0.01
H24 0.445000 -1.574120 5.356520  0.01
H25 3.751560 0.313200 8.393360  0.00
H26 3.139560 0.952820 9.753470  0.00
C9 -3.046090 5.499250 13.865870  0.01
C10 -3.786800 4.584840 12.898700  0.05
C11 -3.441190 3.111950 12.952250  0.02
O9 -2.032500 2.924920 13.031110  0.01
C12 -1.667880 1.644450 13.077880  0.00
N3 -5.247080 4.841380 13.130530  0.02
H27 -3.216850 6.530310 13.556280  0.01
H28 -1.983640 5.393090 13.646680  0.00
H29 -3.333540 5.485870 14.917200  0.00
H30 -3.651840 4.961870 11.884930  0.03
H31 -3.842880 2.669880 12.040480  0.02
H32 -4.107290 2.770830 13.744750  0.00
H33 -1.887020 1.073990 12.175300  0.01
H34 -2.103230 1.117640 13.927020  0.00
H35 -0.590270 1.567080 13.222350  0.00
H36 -5.711910 4.335610 12.390100  0.03
H37 -5.585090 5.789460 13.046880  0.02
C13 8.712480 6.806150 15.398590  0.00
C14 8.112080 6.073160 14.136570  0.00
C15 6.605860 6.463440 13.902410  0.00
O10 5.655710 5.930250 14.869280  0.00
C16 4.320880 6.325060 14.536600  0.00
N4 8.890810 6.563230 13.085980  0.00
H38 9.799920 6.745940 15.354370  0.00
H39 8.404030 6.355510 16.341920  0.00
H40 8.611350 7.891010 15.367910  0.00
H41 8.213590 4.994520 14.256270  0.00
H42 6.262660 6.251140 12.889870  0.00
H43 6.453580 7.535870 14.024140  0.00
H44 4.029430 5.851380 13.599160  0.00
H45 4.276090 7.413440 14.575630  0.00
H46 3.709310 5.840150 15.297480  0.00
H47 9.863390 6.704220 13.319040  0.00
H48 8.502700 7.487500 12.962710  0.00
C17 0.148310 -1.452810 15.084700  0.00
C18 -0.119160 -2.914810 15.294090  0.00
C19 -0.379640 -3.670800 13.903640  0.00
O11 0.708300 -3.562520 12.971180  0.00
C20 0.588290 -2.707640 11.774310  0.00
N5 0.914750 -3.484690 16.124030  0.00
H49 -0.687990 -0.945190 14.604060  0.00
H50 0.990770 -1.355840 14.399890  0.00
H51 0.430860 -1.050310 16.057460  0.00
H52 -1.087170 -2.935860 15.794690  0.00
H53 -1.300240 -3.276140 13.473720  0.00
H54 -0.577190 -4.732670 14.050290  0.00
H55 1.385360 -2.790740 11.035480  0.00
H56 0.695020 -1.650120 12.015870  0.00
H57 -0.425830 -2.905600 11.427220  0.00
H58 0.955520 -4.488920 16.223760  0.00
H59 1.182190 -2.982700 16.958650  0.00
C21 -0.189440 2.647650 16.124260  0.00
C22 -0.333470 4.139820 16.524030  0.00
C23 0.142940 4.589840 17.954300  0.00
O12 -0.289980 3.640480 18.906300  0.00
C24 0.188570 3.712240 20.249760  0.00
N6 0.405870 4.851930 15.524760  0.00
H60 0.602840 2.147570 16.681310  0.00
H61 0.022130 2.532830 15.061180  0.00
H62 -1.091870 2.068930 16.321270  0.00
H63 -1.392160 4.325790 16.343220  0.00
H64 -0.144310 5.626670 18.129160  0.00
H65 1.230750 4.522200 17.968170  0.00
H66 1.261090 3.888760 20.331280  0.00
H67 0.120840 2.710660 20.674430  0.00
H68 -0.097170 4.574530 20.852180  0.00
H69 0.010590 4.470380 14.677250  0.00
H70 1.368140 4.546190 15.550400  0.00
C25 6.301160 3.150090 10.682100  0.00
C26 5.652160 4.104350 9.712760  0.00
C27 4.427930 3.420240 8.978930  0.00
O13 3.785470 4.448970 8.195580  0.01
C28 3.111960 4.068530 7.030170  0.05
N7 5.172760 5.309750 10.379550  0.00
H71 7.064580 3.574300 11.334290  0.00
H72 6.790460 2.285280 10.234010  0.00
H73 5.583180 2.717090 11.378600  0.00
H74 6.344440 4.351070 8.907800  0.00
H75 3.706510 3.067960 9.716190  0.00
H76 4.885720 2.607200 8.415460  0.00
H77 3.450960 3.138510 6.573840  0.01
H78 3.234250 4.801040 6.232310  0.02
H79 2.092550 3.981460 7.406100  0.00
H80 4.540170 5.575460 9.638380  0.00
H81 4.585100 4.803620 11.026530  0.00

Atoms 1-3, force components in eV/Å:
Cl -2.306 2.557 -1.232
O 0.828 -1.068 -1.801
O 0.465 -0.944 0.435

Energy relative to the best compared isomer or geometry (same formula, charge and spin) = 321.4 kJ/mol
Net charge = -2
LUMO (spin up / spin down) = 3.75 / 3.72 eV
2S+1 = 2
HOMO level (spin up / spin down) = 2.46 / -4.42 eV